# 1
A structure of composition C35H55N5O13S in a non-equilibrium geometry, computed with wB97M-V/def2-TZVPD.

Summary:
largest force on an atom: 1.71 eV/Å
HOMO: -8.8 eV
2S+1: 1
orbital gap: 8.442 eV

Cartesian coordinates (Å):
C: 2.57448 -1.36007 4.15237
O: 2.06089 -2.47275 3.45834
C: 3.04743 -3.39758 3.04117
C: 2.85014 -3.72356 1.56519
C: 3.52860 -2.62464 0.73358
C: 2.96407 -2.45681 -0.69363
C: 2.57880 -0.99181 -0.92250
C: 3.72881 -0.00711 -0.66446
C: 4.05902 0.99334 -1.80678
C: 3.98688 2.44947 -1.32006
C: 2.55938 3.08393 -1.44726
C: 1.85268 3.24509 -0.07601
C: 0.73921 2.18682 0.01281
C: 0.08649 1.94039 1.34925
C: 0.75169 2.15467 2.52391
C: 0.12039 1.83467 3.74946
N: 0.64379 2.00587 4.97283
S: -0.45407 1.49822 6.01680
N: -1.63765 1.05517 5.01624
C: -1.18294 1.29935 3.78545
C: -1.86332 1.09304 2.55385
C: -1.27308 1.40916 1.36093
C: -2.03770 1.15882 0.07229
C: -3.57374 1.34441 0.17186
C: -4.35065 0.02169 0.14011
C: -5.84664 0.38371 0.12526
N: -6.70339 -0.60840 0.80254
C: -6.81256 -1.81124 0.10902
N: -7.93847 -2.07334 -0.43826
N: -5.72659 -2.72523 0.05804
H: 2.74583 -1.56796 5.21033
H: 3.49104 -0.97231 3.70908
H: 1.83432 -0.56449 4.10778
H: 4.05005 -2.98677 3.15819
H: 3.01123 -4.30069 3.65444
H: 1.79132 -3.78211 1.32498
H: 3.32366 -4.67835 1.34344
H: 3.42587 -1.70524 1.30653
H: 4.58403 -2.87097 0.68141
H: 2.02684 -3.00859 -0.72283
H: 3.65401 -2.81851 -1.45144
H: 2.14295 -0.84733 -1.90912
H: 1.77853 -0.80492 -0.20714
H: 3.43884 0.60355 0.18918
H: 4.63270 -0.53971 -0.39106
H: 5.08540 0.79786 -2.12036
H: 3.43466 0.83338 -2.68116
H: 4.65622 3.05592 -1.92452
H: 4.31565 2.45005 -0.28761
H: 2.57088 4.01011 -2.00986
H: 1.97091 2.36814 -2.01320
H: 1.39720 4.23449 -0.01035
H: 2.56929 3.17662 0.73290
H: 1.20481 1.24728 -0.27248
H: 0.02730 2.42186 -0.76580
H: 1.74759 2.55891 2.52659
H: -2.86521 0.69426 2.59346
H: -1.82492 0.15541 -0.29599
H: -1.70365 1.81921 -0.71619
H: -3.84676 1.95971 1.02385
H: -3.89243 1.90052 -0.71094
H: -4.09990 -0.57006 1.01549
H: -4.08763 -0.49959 -0.77126
H: -6.18751 0.60748 -0.88711
H: -5.89537 1.31822 0.67754
H: -7.64043 -0.22501 0.79368
H: -7.91291 -2.99725 -0.85757
H: -5.74724 -3.25747 -0.79659
H: -5.76087 -3.33936 0.86022
C: -0.42947 7.31942 0.13145
C: 0.81511 8.02907 0.62283
O: 1.83948 7.43557 -0.17892
C: 1.26887 6.95653 -1.31151
O: 1.86960 6.54968 -2.24920
O: -0.08358 6.99883 -1.21916
H: -1.31910 7.94300 0.15984
H: -0.62392 6.39245 0.67445
H: 0.79049 9.10215 0.42497
H: 1.01371 7.86540 1.67871
C: -6.47702 -1.27108 -4.84890
C: -6.52448 -0.68633 -3.45635
O: -5.32931 -1.20676 -2.85102
C: -4.46148 -1.49808 -3.86313
O: -3.32318 -1.78364 -3.70433
O: -5.07353 -1.41507 -5.06847
H: -6.91593 -0.62099 -5.60137
H: -6.94819 -2.25429 -4.90654
H: -6.47006 0.40436 -3.45888
H: -7.39869 -0.99948 -2.88964
C: -0.96231 -2.46668 2.23457
C: -1.87418 -3.29051 3.10833
O: -2.84540 -3.76533 2.17503
C: -2.29062 -3.75140 0.93686
O: -2.78020 -4.24704 -0.02408
O: -1.10187 -3.10765 0.95724
H: 0.06337 -2.48490 2.56752
H: -1.29645 -1.43094 2.14566
H: -1.36420 -4.14767 3.55273
H: -2.35170 -2.71174 3.89548
C: 6.11349 -3.24395 -3.75844
C: 7.62167 -3.32343 -3.66041
O: 7.89030 -2.55197 -2.48759
C: 6.77761 -2.54759 -1.71659
O: 6.73254 -2.13286 -0.60629
O: 5.72395 -3.08061 -2.38952
H: 5.66449 -4.14070 -4.17703
H: 5.77400 -2.37532 -4.32506
H: 7.97731 -4.34279 -3.50035
H: 8.13066 -2.89923 -4.52172



# 2
A structure of composition C35H55N7O5S2Si2Ti in a non-equilibrium geometry, computed with wB97M-V/def2-TZVPD.

Summary:
largest force on an atom: 2.50 eV/Å
ΔE to the lowest compared entry with this formula, charge and spin: 0.732 eV
HOMO (spin up / spin down): 0.4 / -1.3 eV
2S+1: 3
⟨S²⟩: 2.00
orbital gap (spin up / spin down): 3.711 / 5.360 eV
net charge: -2

Cartesian coordinates (Å):
Ti: -0.34411 0.06243 0.58461
S: 2.27219 -0.58512 0.14501
C: 2.04145 1.98685 1.74617
N: 2.99096 2.03910 2.53597
N: 4.02424 1.13772 2.56095
C: 5.02083 1.27989 3.46705
C: 5.10232 2.40362 4.30928
C: 6.18106 2.56657 5.15969
C: 7.21045 1.63340 5.19509
C: 7.13235 0.51567 4.37172
C: 6.05850 0.33204 3.52240
N: 1.24457 2.34208 0.90773
N: -0.10041 2.07060 0.73553
C: -0.81145 3.18341 0.41192
C: -2.22731 3.13668 0.46882
C: -2.98694 4.25960 0.22398
C: -2.39293 5.48046 -0.09738
C: -1.00680 5.54797 -0.15380
C: -0.22388 4.43746 0.10654
H: 3.84864 0.24243 2.11568
H: 4.30063 3.12664 4.27736
H: 6.22698 3.43573 5.80644
H: 8.05878 1.77282 5.85435
H: 7.92774 -0.22081 4.39154
H: 6.00452 -0.53989 2.88224
H: -2.69189 2.19879 0.73596
H: -4.06842 4.19329 0.28913
H: -3.00132 6.35593 -0.29296
H: -0.52643 6.49167 -0.39518
H: 0.85492 4.51981 0.09034
C: 0.16073 3.02285 -4.16838
C: 0.78707 1.75193 -3.58926
C: 2.08042 2.12414 -2.88195
C: 1.06228 0.74829 -4.71128
O: -0.10080 1.17415 -2.61055
Si: -1.59808 0.54653 -2.85536
S: -2.44043 0.05559 -1.02735
O: -1.35693 -0.77141 -3.83647
C: -2.24176 -1.65837 -4.48324
C: -2.20832 -1.34174 -5.98406
C: -1.71719 -3.07688 -4.24134
C: -3.68189 -1.55598 -3.97049
O: -2.53178 1.48728 -3.86128
C: -3.57335 2.44469 -3.72961
C: -4.21044 2.53641 -5.12162
C: -4.63154 2.02492 -2.71043
C: -3.00070 3.80438 -3.33337
H: 0.85381 3.49183 -4.87030
H: -0.05593 3.71912 -3.35677
H: -0.77032 2.78144 -4.67914
H: 2.79954 2.54544 -3.58908
H: 2.51404 1.25001 -2.40713
H: 1.87131 2.84834 -2.09589
H: 1.76958 1.16378 -5.43238
H: 0.13106 0.49727 -5.21759
H: 1.47658 -0.16662 -4.28839
H: -1.20583 -1.51391 -6.37933
H: -2.46763 -0.29248 -6.12817
H: -2.92162 -1.97163 -6.52081
H: -0.66604 -3.13272 -4.52044
H: -2.28964 -3.80150 -4.82472
H: -1.79659 -3.31854 -3.18111
H: -4.15019 -0.65374 -4.36186
H: -3.67497 -1.48393 -2.88324
H: -4.25383 -2.43142 -4.28472
H: -4.65544 1.57811 -5.39507
H: -3.44577 2.78014 -5.86060
H: -4.98420 3.30564 -5.13564
H: -5.08945 1.07828 -3.00011
H: -5.40480 2.79167 -2.63505
H: -4.16491 1.88084 -1.73985
H: -2.34883 4.19185 -4.11666
H: -2.42476 3.70244 -2.41526
H: -3.81008 4.51381 -3.15892
O: 2.21468 -0.65976 3.96560
C: 1.04287 -0.35838 3.84248
C: 0.08674 -0.22458 5.05572
C: -1.26008 0.12874 4.43460
C: -0.94462 0.05871 2.94792
O: -1.76287 0.16516 2.00849
N: 0.35026 -0.15779 2.69273
H: 0.47296 0.54889 5.71927
H: 0.07812 -1.17165 5.59794
H: -1.58676 1.14288 4.67449
H: -2.06133 -0.56298 4.69947
N: -1.15846 -4.09951 0.14482
C: -0.13467 -4.14087 1.06519
C: 0.23827 -2.85195 1.26958
N: -0.52733 -2.00675 0.49561
C: -1.35850 -2.78658 -0.17019
H: -1.63827 -4.88205 -0.25637
H: 0.23715 -5.06485 1.47122
H: 1.01148 -2.47439 1.91494
H: -2.09040 -2.44521 -0.87990
C: 3.41990 -3.73723 -0.10049
Si: 2.84065 -2.17264 -1.04963
C: 4.37806 -1.74184 -2.10711
C: 1.46512 -2.74752 -2.24280
H: 4.06735 -4.36835 -0.71613
H: 2.57119 -4.33667 0.22977
H: 3.97919 -3.44235 0.78960
H: 4.70990 -2.58174 -2.72364
H: 5.20518 -1.45977 -1.45308
H: 4.18362 -0.89380 -2.76526
H: 1.82239 -2.88780 -3.26570
H: 0.68029 -1.98990 -2.26259
H: 1.01307 -3.68534 -1.90933



# 3
A structure of composition C35H56N4PTi, computed with wB97M-V/def2-TZVPD.

Summary:
largest force on an atom: 0.62 eV/Å
ΔE to the lowest compared entry with this formula, charge and spin: 0.000 eV
HOMO (spin up / spin down): -1.4 / -4.2 eV
2S+1: 3
⟨S²⟩: 2.03
orbital gap (spin up / spin down): 3.960 / 6.732 eV
net charge: -1

Cartesian coordinates (Å):
Ti: -1.42063 -0.13011 -0.66106
C: -0.96280 -1.21989 4.53508
C: -1.89412 -0.44334 3.61232
C: -3.14405 -0.00017 4.38022
C: -2.28125 -1.19271 2.34971
C: -2.95166 -0.48312 1.33273
C: -3.32706 -1.12881 0.11212
C: -3.14202 -2.54406 0.00269
C: -3.68931 -3.25514 -1.20105
C: -2.47494 -3.20470 0.99645
C: -2.02405 -2.53338 2.17044
H: -0.65599 -0.58821 5.37156
H: -0.06538 -1.55348 4.01023
H: -1.46029 -2.09948 4.95078
H: -1.36466 0.46244 3.29593
H: -3.70336 -0.87477 4.72207
H: -3.80319 0.59468 3.74914
H: -2.87344 0.59743 5.25414
H: -3.25165 0.54141 1.49017
H: -4.03760 -0.64768 -0.55678
H: -3.44354 -2.71350 -2.11536
H: -4.77954 -3.32291 -1.13523
H: -3.28626 -4.26457 -1.28243
H: -2.29651 -4.27022 0.89441
H: -1.48055 -3.09589 2.91684
C: -0.93218 3.03620 -3.30023
C: -1.11149 3.69151 -1.96136
C: -0.86434 5.04829 -1.82182
C: -1.00036 5.69271 -0.59941
C: -1.37497 4.93551 0.50037
C: -1.62698 3.57393 0.40558
C: -1.98586 2.81466 1.65377
C: -1.52027 2.90827 -0.84726
N: -1.74089 1.56894 -0.97967
H: -0.41045 3.70373 -3.98859
H: -1.89796 2.78537 -3.74591
H: -0.37166 2.10264 -3.21424
H: -0.54943 5.61111 -2.69541
H: -0.80134 6.75260 -0.50342
H: -1.46083 5.40912 1.47377
H: -3.06358 2.63662 1.72649
H: -1.68704 3.38741 2.53504
H: -1.48958 1.84182 1.69097
N: -2.63533 0.13808 -3.76676
C: -1.75086 -0.93927 -3.70205
C: -1.37869 -1.66248 -4.80328
C: -0.55643 -2.82253 -4.65774
C: -0.26145 -3.23004 -3.34998
C: -0.67156 -2.47143 -2.28876
N: -1.32434 -1.24499 -2.43051
H: -2.61909 0.61528 -4.65529
H: -2.50600 0.79630 -2.97935
H: -1.75165 -1.35913 -5.77457
H: -0.24298 -3.39766 -5.51730
H: 0.27726 -4.15132 -3.15817
H: -0.48982 -2.77730 -1.26488
C: 1.91119 -0.18449 -2.54791
C: 2.61137 0.41954 -1.32132
C: 4.12129 0.18042 -1.42680
C: 2.34733 1.93223 -1.39116
P: 1.80509 -0.24862 0.24796
N: 0.26180 -0.35405 0.16356
C: 2.53541 -1.96992 0.59444
C: 3.93042 -2.00628 1.22230
C: 2.58944 -2.78439 -0.70672
C: 1.53847 -2.71603 1.49609
C: 2.25348 0.95730 1.65411
C: 1.80147 0.29955 2.96879
C: 1.36849 2.20635 1.47297
C: 3.70509 1.42455 1.78512
H: 2.34553 0.27435 -3.44164
H: 0.84464 0.04012 -2.53805
H: 2.01698 -1.26136 -2.64399
H: 4.48893 0.69466 -2.32025
H: 4.37274 -0.87398 -1.53653
H: 4.67162 0.57357 -0.57211
H: 2.57660 2.27134 -2.40545
H: 2.98108 2.49818 -0.70826
H: 1.30091 2.16965 -1.18863
H: 4.66760 -1.46522 0.62610
H: 4.25549 -3.05024 1.27875
H: 3.94658 -1.60920 2.23431
H: 3.35696 -2.43914 -1.39752
H: 1.62990 -2.77625 -1.22249
H: 2.82732 -3.82049 -0.44640
H: 1.45485 -2.29331 2.49392
H: 1.87492 -3.75312 1.59768
H: 0.54384 -2.70174 1.05344
H: 0.77426 -0.05923 2.87575
H: 1.83327 1.04906 3.76494
H: 2.43866 -0.52718 3.27665
H: 0.43175 1.95603 0.98015
H: 1.85890 2.98574 0.89296
H: 1.13308 2.63001 2.45285
H: 4.41783 0.61405 1.90669
H: 3.77858 2.06515 2.67051
H: 4.01082 2.02863 0.93005